# C6H8ClN2O3

The ion C6H8ClN2O3 with charge +1 at a distorted geometry (wB97M-V/def2-TZVPD, OMol25).

As for the energy relative to the best compared isomer or geometry (same formula, charge and spin): 465.6 kJ/mol. Its HOMO-LUMO gap is 0.3190 Ha. The value obtained for the total energy is -1028.36830 hartree. The HOMO energy is -14.109 eV. Its charge is +1.

Structure (XYZ):
```
20
Properties=species:S:1:pos:R:3:forces:R:3:lowdin_charge:R:1
C 1.4563 0.4007 -0.0493 0.3 1.9 1.0 0.001
C 0.0180 0.3033 0.5152 1.0 1.0 3.3 -0.240
C -1.0468 0.7679 -0.3132 -0.4 1.1 -0.2 0.040
N -1.7605 -0.0387 -0.9567 -2.4 0.8 -2.9 -0.051
O -2.8849 0.3710 -1.7275 1.2 0.6 1.2 0.072
C -1.5331 -1.4077 -1.0892 0.2 -1.7 1.4 -0.637
Cl -2.3489 -2.2510 -2.2866 -0.2 -0.1 -0.5 0.886
C -0.8597 -2.0031 -0.1014 -0.2 0.9 0.0 0.021
C -0.2699 -1.1732 1.0100 1.0 0.2 -1.0 -0.113
N -1.1917 -1.3738 2.2198 3.6 0.6 -0.8 -0.381
O -0.6924 -1.8043 3.2194 -0.3 -0.3 0.5 0.154
O -2.2791 -0.9928 1.9956 -3.4 0.7 0.2 0.142
H 1.3724 -0.1640 -0.8851 0.7 -1.6 -3.1 0.045
H 2.1067 -0.1418 0.6415 0.1 0.5 0.0 0.102
H 1.8808 1.4500 -0.3177 -1.1 -1.8 0.7 0.147
H 0.1235 1.0964 1.3293 -0.8 -1.4 -0.3 0.193
H -1.3702 1.7847 -0.3839 0.2 0.7 0.2 0.175
H -3.0341 1.3297 -1.5149 0.1 -0.9 -0.2 0.161
H -0.9206 -3.0710 -0.0232 0.4 -0.4 -0.1 0.139
H 0.7282 -1.4933 1.2620 0.0 -0.7 0.5 0.145
```
Positions in Å, forces in eV/Å.


# C5H8O2

The molecule C5H8O2 (wB97M-V/def2-TZVPD, OMol25).

As for the energy relative to the best compared isomer or geometry (same formula, charge and spin): 130.3 kJ/mol. Its HOMO-LUMO gap is 0.3976 Ha. The value obtained for the total energy is -345.75534 hartree. The HOMO energy is -9.937 eV.

Structure (XYZ):
```
15
Properties=species:S:1:pos:R:3:forces:R:3:lowdin_charge:R:1
O -2.6293 -0.2585 -0.4571 0.3 0.4 0.0 0.056
C -1.8620 0.6731 -0.5121 -0.1 -0.2 0.0 -0.236
C -0.3714 0.5593 -0.6677 -0.1 0.0 -0.1 -0.259
C 0.2464 -0.8491 -0.7380 0.0 -0.1 -0.1 -0.077
C 1.2321 -0.4656 0.3891 0.1 0.2 -0.3 -0.371
O 1.3920 -1.3464 1.4678 -0.2 -0.1 0.1 -0.019
C 0.4483 0.8500 0.6272 0.0 0.1 0.2 -0.067
H -2.2340 1.7189 -0.4323 0.0 -0.1 0.0 0.128
H -0.0882 1.2134 -1.4996 0.1 0.0 0.1 0.144
H -0.4645 -1.6275 -0.4388 0.1 0.1 0.0 0.117
H 0.6942 -1.1307 -1.6943 -0.1 0.0 0.1 0.113
H 2.2434 -0.2785 0.0173 -0.2 0.0 0.0 0.147
H 0.5135 -1.6325 1.7517 0.2 0.0 0.0 0.095
H -0.1527 0.7997 1.5430 0.0 0.0 -0.2 0.120
H 1.0323 1.7744 0.6437 -0.1 -0.2 0.0 0.109
```
Positions in Å, forces in eV/Å.